No. 1
# C16H30F7NO2PS

A 2-piece molecular cluster, C16H30F7NO2PS overall (ωB97M-V with the def2-TZVPD basis set, OMol25).

Bonds (Å) are listed after each position.
CARTESIAN COORDINATES (ANGSTROEM)
1 S 1.29 2.83 -0.28  P2 2.182, O10 1.444, O11 1.440, C23 1.900
2 P 0.53 4.45 0.97  S1 2.182, C16 1.852, H31 1.405
3 F -0.20 2.94 -4.46  C28 1.321
4 F -2.06 2.84 -3.38  C28 1.320
5 F -0.07 0.59 -0.39  C23 1.345
6 F -0.44 4.01 -2.59  C28 1.342
7 F 0.99 1.28 -2.93  C24 1.341
8 F -1.34 2.36 -0.53  C23 1.349
9 F -1.07 0.59 -2.73  C24 1.358
10 O 1.96 1.90 0.59  S1 1.444
11 O 1.96 3.39 -1.43  S1 1.440
12 N 0.36 -4.60 1.72  C13 1.497, C15 1.519, C18 1.512, C21 1.519
13 C 1.52 -4.95 2.59  N12 1.497, H51 1.086, H57 1.087, H58 1.087
14 C -1.64 6.68 0.46  C19 1.530, H36 1.096, H40 1.096, H55 1.097
15 C 0.44 -3.10 1.50  N12 1.519, C20 1.520, H42 1.090, H49 1.089
16 C 0.75 5.82 -0.25  P2 1.852, C17 1.538, C19 1.550, H54 1.094
17 C 2.21 6.28 -0.16  C16 1.538, H35 1.097, H38 1.096, H39 1.092
18 C -0.93 -5.00 2.40  N12 1.512, C22 1.519, H29 1.089, H48 1.088
19 C -0.21 7.01 0.02  C14 1.530, C16 1.550, H30 1.097, H43 1.098
20 C -0.62 -2.40 0.66  C15 1.520, C26 1.534, H41 1.092, H47 1.091
21 C 0.41 -5.42 0.45  N12 1.519, C25 1.534, H32 1.087, H52 1.085
22 C -1.89 -5.36 1.28  C18 1.519, C25 1.536, H37 1.088, H50 1.087
23 C -0.18 1.81 -0.94  S1 1.900, F5 1.345, F8 1.349, C24 1.553
24 C -0.22 1.62 -2.48  F7 1.341, F9 1.358, C23 1.553, C28 1.568
25 C -1.00 -5.98 0.19  C21 1.534, C22 1.536, H44 1.087, H46 1.089
26 C -0.61 -2.61 -0.86  C20 1.534, C27 1.529, H45 1.091, H53 1.092
27 C 0.74 -2.36 -1.54  C26 1.529, H33 1.088, H34 1.089, H56 1.093
28 C -0.75 2.88 -3.26  F3 1.321, F4 1.320, F6 1.342, C24 1.568
29 H -0.71 -5.87 3.01  C18 1.089
30 H -0.26 7.58 -0.91  C19 1.097
31 H -0.84 4.16 0.81  P2 1.405
32 H 1.11 -6.23 0.63  C21 1.087
33 H 1.03 -1.31 -1.46  C27 1.088
34 H 0.69 -2.61 -2.60  C27 1.089
35 H 2.39 7.05 -0.92  C17 1.097
36 H -2.22 7.60 0.52  C14 1.096
37 H -2.65 -6.06 1.62  C22 1.088
38 H 2.41 6.73 0.82  C17 1.096
39 H 2.92 5.46 -0.33  C17 1.092
40 H -2.15 6.02 -0.25  C14 1.096
41 H -0.44 -1.34 0.85  C20 1.092
42 H 0.39 -2.68 2.51  C15 1.090
43 H 0.26 7.65 0.79  C19 1.098
44 H -1.35 -5.73 -0.81  C25 1.087
45 H -1.34 -1.92 -1.29  C26 1.091
46 H -0.98 -7.06 0.26  C25 1.089
47 H -1.61 -2.59 1.06  C20 1.091
48 H -1.27 -4.19 3.04  C18 1.088
49 H 1.44 -2.91 1.12  C15 1.089
50 H -2.41 -4.49 0.90  C22 1.087
51 H 1.50 -6.01 2.80  C13 1.086
52 H 0.82 -4.81 -0.35  C21 1.085
53 H -0.97 -3.61 -1.12  C26 1.092
54 H 0.57 5.44 -1.26  C16 1.094
55 H -1.66 6.23 1.46  C14 1.097
56 H 1.55 -2.95 -1.11  C27 1.093
57 H 1.44 -4.39 3.52  C13 1.087
58 H 2.44 -4.68 2.08  C13 1.087

The net charge is +1.

=====

No. 2
# C16H30FNO11S

A 6-piece molecular cluster, C16H30FNO11S overall at a distorted geometry (ωB97M-V with the def2-TZVPD basis set, OMol25).

Bonds (Å) are listed after each position.
CARTESIAN COORDINATES (ANGSTROEM)
1 S 3.70 1.63 3.78  O7 1.371, O11 1.415, C15 1.795, C28 1.766
2 F 1.13 0.22 -1.25  no bonds
3 O -2.10 -1.84 -0.26  C16 1.352, C18 1.465
4 O -1.83 4.80 1.06  C24 1.208
5 O -0.36 0.68 -5.53  C19 1.398, C27 1.329
6 O -2.32 0.32 -4.64  C19 1.260, C26 1.468
7 O 2.87 1.33 4.83  S1 1.371
8 O -1.55 2.93 -0.06  C23 1.460, C24 1.361
9 O -2.02 2.74 2.19  C24 1.401, C30 1.524
10 O -4.37 -2.18 0.01  C16 1.251
11 O 5.10 1.79 3.77  S1 1.415
12 O -2.77 -3.11 1.36  C16 1.327, C25 1.343
13 O -2.31 1.78 -6.28  C19 1.243
14 N 4.11 -0.03 -1.53  H32 0.979, H41 0.950, H45 0.955, H58 1.028
15 C 3.34 0.31 2.62  S1 1.795, C29 1.472, H37 1.088, H49 1.020
16 C -3.18 -2.40 0.32  O3 1.352, O10 1.251, O12 1.327
17 C 2.33 2.33 1.59  C28 1.507, C29 1.542, H42 1.097, H55 1.136
18 C -0.87 -2.13 0.48  O3 1.465, C25 1.566, H33 1.094, H40 1.167
19 C -1.72 0.97 -5.54  O5 1.398, O6 1.260, O13 1.243
20 C -3.43 0.84 1.84  C30 1.473, H34 1.148, H47 1.234, H52 0.908
21 C -1.00 -4.62 1.26  C25 1.523, H31 1.033, H35 1.168, H51 1.132
22 C -1.75 -1.82 -3.40  C26 1.500, H36 1.118, H46 1.007, H53 0.946
23 C -1.45 1.52 0.31  O8 1.460, C30 1.512, H44 1.178, H59 1.247
24 C -1.83 3.59 1.09  O4 1.208, O8 1.361, O9 1.401
25 C -1.43 -3.18 1.50  O12 1.343, C18 1.566, C21 1.523, H56 1.110
26 C -1.42 -0.39 -3.71  O6 1.468, C22 1.500, C27 1.675, H38 1.099
27 C -0.01 -0.21 -4.61  O5 1.329, C26 1.675, H39 1.093, H60 1.106
28 C 2.85 2.90 2.89  S1 1.766, C17 1.507, H50 1.101, H54 1.063
29 C 2.16 0.82 1.89  C15 1.472, C17 1.542, H43 1.118, H48 1.044
30 C -2.04 1.31 1.69  O9 1.524, C20 1.473, C23 1.512, H57 1.168
31 H -1.41 -5.36 1.86  C21 1.033
32 H 3.50 -0.65 -1.09  N14 0.979
33 H -0.23 -2.54 -0.32  C18 1.094
34 H -4.15 1.03 0.97  C20 1.148
35 H 0.16 -4.67 1.32  C21 1.168
36 H -2.00 -2.44 -4.29  C22 1.118
37 H 3.05 -0.44 3.35  C15 1.088
38 H -1.38 0.01 -2.69  C26 1.099
39 H 0.78 0.19 -3.96  C27 1.093
40 H -0.53 -1.05 0.76  C18 1.167
41 H 4.43 0.59 -0.88  N14 0.950
42 H 1.51 2.71 0.97  C17 1.097
43 H 2.06 0.45 0.84  C29 1.118
44 H -0.28 1.47 0.25  C23 1.178
45 H 4.82 -0.54 -1.91  N14 0.955
46 H -2.62 -1.89 -2.90  C22 1.007
47 H -3.95 1.21 2.90  C20 1.234
48 H 1.32 0.75 2.50  C29 1.044
49 H 4.18 0.19 2.06  C15 1.020
50 H 3.52 3.71 2.56  C28 1.101
51 H -0.94 -4.87 0.16  C21 1.132
52 H -3.42 -0.06 1.97  C20 0.908
53 H -1.24 -2.23 -2.72  C22 0.946
54 H 2.06 3.11 3.56  C28 1.063
55 H 3.11 2.21 0.78  C17 1.136
56 H -0.99 -2.72 2.42  C25 1.110
57 H -1.18 0.67 2.17  C30 1.168
58 H 3.72 0.34 -2.41  N14 1.028
59 H -1.93 1.08 -0.75  C23 1.247
60 H 0.21 -1.16 -5.13  C27 1.106

=====

Kohn-Sham gap, record by record: 9.64, 8.16 eV